[1]
A 2-piece molecular cluster, CH3ClO overall. Source: the Open Molecules 2025 dataset; level of theory: wB97M-V/def2-TZVPD.

Last column: natural (NBO) charge in e.
Cartesian coordinates (Å):
H (3.148, 1.769, -0.316)  0.16
C (2.423, 1.108, 0.115)  -0.30
H (0.195, -0.896, -0.713)  0.47
H (-0.192, -0.122, 0.629)  0.47
O (-0.537, -0.762, -0.038)  -0.95
Cl (2.899, -0.358, 0.016)  0.14

Values from the calculation:
* molar mass: 66.49 g/mol
* electronic energy: -15650.9898 eV
* 2S+1: 3
* E_LUMO (alpha / beta): 0.9 / -1.4 eV
* net charge: 0
* energy relative to the best compared isomer or geometry (same formula, charge and spin): 0.00 kcal per mole
* expectation value of S²: 2.01
* F_max: 0.09604 hartree/bohr

---

[2]
One molecule with the formula C20H24N2O4. Source: the Open Molecules 2025 dataset; level of theory: wB97M-V/def2-TZVPD.

Last column: natural (NBO) charge in e.
Cartesian coordinates (Å):
H (3.228, 1.712, -0.719)  0.20
H (1.603, 0.526, 3.228)  0.20
H (-6.542, -1.845, -1.889)  0.18
H (1.205, 0.784, -1.780)  0.20
C (0.007, -1.032, 1.832)  -0.40
H (7.661, 0.938, -1.911)  0.18
N (1.275, -0.458, 1.440)  -0.45
H (8.971, 0.215, -0.945)  0.20
O (-1.086, 2.420, 0.429)  -0.63
C (5.820, -0.426, -0.460)  0.30
C (-4.693, -0.564, -0.357)  0.28
H (1.160, -1.336, -0.411)  0.19
O (7.171, -0.567, -0.567)  -0.49
H (3.208, -2.425, 0.323)  0.21
C (-5.199, 1.788, -0.241)  -0.24
H (-5.941, 2.569, -0.207)  0.23
H (0.782, 1.535, 2.022)  0.19
C (3.742, -1.534, 0.032)  -0.16
O (-5.063, -1.883, -0.453)  -0.50
C (0.815, 0.754, -0.757)  -0.26
H (5.629, 1.661, -0.957)  0.22
H (-2.652, -1.102, -0.313)  0.22
C (1.525, -0.388, 0.007)  -0.05
H (5.665, -2.482, 0.078)  0.22
C (-2.908, 1.050, -0.243)  -0.15
C (-7.305, -1.119, -0.010)  -0.10
C (-3.851, 2.074, -0.208)  -0.17
N (-0.616, 0.584, -0.795)  -0.61
H (-0.980, -0.220, -1.279)  0.39
C (-6.413, -2.058, -0.819)  -0.10
C (5.112, -1.573, -0.097)  -0.25
C (-3.338, -0.268, -0.316)  -0.26
H (0.993, 1.715, -0.273)  0.24
H (0.078, -1.327, 2.880)  0.20
C (-1.466, 1.424, -0.160)  0.67
C (3.028, -0.360, -0.196)  -0.07
H (-0.841, -0.340, 1.734)  0.17
C (5.118, 0.752, -0.681)  -0.33
H (-0.192, -1.925, 1.240)  0.19
H (2.518, 1.154, 1.853)  0.21
C (7.937, 0.557, -0.922)  -0.25
H (-6.655, -3.104, -0.622)  0.20
H (-8.357, -1.246, -0.270)  0.20
H (-3.505, 3.094, -0.143)  0.24
O (-6.981, 0.224, -0.293)  -0.48
H (-7.163, -1.319, 1.061)  0.18
C (3.738, 0.777, -0.545)  -0.14
H (7.840, 1.360, -0.184)  0.18
C (1.552, 0.764, 2.165)  -0.43
C (-5.635, 0.469, -0.303)  0.22

Values from the calculation:
* molar mass: 356.42 g/mol
* electronic energy: -32299.1453 eV
* 2S+1: 1
* E_LUMO: 0.7 eV
* net charge: 0
* energy relative to the best compared isomer or geometry (same formula, charge and spin): 60.61 kcal per mole
* SMILES string: COc1ccc([C@H](CNC(=O)c2ccc3c(c2)OCCO3)N(C)C)cc1
* F_max: 0.01164 hartree/bohr

---

[3]
One molecule with the formula C4H12N2O. Source: the Open Molecules 2025 dataset; level of theory: wB97M-V/def2-TZVPD.

Last column: natural (NBO) charge in e.
Cartesian coordinates (Å):
H (-1.079, 2.802, -1.266)  0.17
H (1.714, -0.124, 1.308)  0.17
H (-0.043, -1.904, -1.082)  0.38
H (-1.117, -0.490, 0.436)  0.18
N (0.888, -1.994, 1.575)  -0.84
C (-0.082, 1.272, -0.126)  -0.43
C (-0.088, -0.238, 0.134)  -0.06
H (-0.346, 1.774, 0.807)  0.21
H (0.274, -0.073, 2.284)  0.17
H (0.010, -2.477, 1.395)  0.35
O (-0.952, 1.157, -2.446)  -0.75
H (1.336, -0.943, -1.213)  0.38
H (-2.117, 1.426, -0.794)  0.15
C (0.720, -0.563, 1.413)  -0.22
C (-1.122, 1.712, -1.147)  -0.05
N (0.349, -0.981, -1.026)  -0.87
H (1.221, -2.174, 2.509)  0.36
H (0.940, 1.517, -0.447)  0.20
H (-0.505, 0.302, -2.313)  0.49

Values from the calculation:
* molar mass: 104.15 g/mol
* electronic energy: -9370.0553 eV
* 2S+1: 1
* E_LUMO: 0.9 eV
* net charge: 0
* energy relative to the best compared isomer or geometry (same formula, charge and spin): 26.25 kcal per mole
* SMILES string: NC[C@H](N)CCO
* F_max: 0.02894 hartree/bohr

---

[4]
C32H43CsGeS7 as an isolated structure. Source: the Open Molecules 2025 dataset; level of theory: wB97M-V/def2-TZVPD.

Last column: Mulliken charge in e.
Cartesian coordinates (Å):
H (-3.264, -0.092, -2.564)  0.24
H (-5.054, -1.766, -2.680)  0.43
H (-4.047, 3.194, 0.566)  0.36
Cs (0.473, 0.460, -0.406)  1.40
C (-0.171, 2.971, -4.052)  -0.26
C (-2.807, 3.851, -1.736)  0.16
H (1.180, -2.431, -3.708)  0.61
H (-1.381, 4.340, 3.594)  0.49
C (-1.889, -1.211, -3.789)  0.68
C (3.496, -1.260, -5.870)  -0.54
C (1.993, -3.538, -1.098)  -0.99
H (-1.191, -3.438, 2.273)  0.19
C (-0.674, -4.065, -0.406)  -1.15
C (-2.109, -3.561, -0.319)  -0.29
C (-2.008, -2.721, 2.320)  -0.72
H (2.634, -2.873, -1.683)  0.33
H (-2.890, 1.214, -5.051)  0.41
H (-2.491, -3.320, -1.313)  -0.27
C (-3.100, -1.004, -3.124)  0.04
H (-3.843, 4.191, -1.781)  0.68
H (1.425, 1.394, -5.633)  0.41
H (2.055, -4.519, -1.576)  0.48
H (-2.461, 3.780, -2.768)  -0.94
S (-2.836, 5.641, 0.392)  -0.17
C (-2.217, 2.051, -4.905)  0.02
H (-1.986, 5.350, -5.630)  0.40
H (1.925, -0.931, 3.919)  0.44
H (0.787, -2.037, 4.646)  0.41
S (-2.328, -2.058, 0.665)  0.16
H (-0.263, -4.231, 0.589)  0.22
C (-3.931, -3.115, -3.917)  -0.59
H (-2.971, 4.088, 2.888)  0.34
H (-0.658, -5.019, -0.938)  0.57
H (-3.498, 3.421, -5.940)  0.44
C (-2.733, -3.333, -4.580)  -0.75
H (-2.750, -4.347, 0.086)  0.65
S (-0.212, -0.613, 3.008)  0.17
C (1.821, 0.408, -5.434)  -0.20
H (3.555, -3.979, 0.296)  0.56
C (-1.006, 1.865, -4.236)  0.24
C (1.119, -1.631, 3.689)  -1.17
C (-1.916, 4.227, 2.650)  -0.87
H (3.240, -3.127, -4.846)  0.43
H (-1.592, -2.049, 4.321)  0.59
H (-2.439, 0.721, 1.371)  -1.06
C (1.690, -1.730, -4.356)  0.17
S (2.397, -2.121, 1.293)  -0.12
H (-2.510, -0.907, 3.371)  0.41
H (0.772, 2.863, -3.525)  0.40
H (-1.597, 5.615, -1.658)  0.59
H (-1.059, 4.336, -0.562)  0.22
Ge (-0.468, 0.098, -3.639)  -1.18
H (-3.382, 1.684, 2.493)  0.69
C (-3.674, 2.183, 0.408)  -1.26
C (1.157, -0.453, -4.557)  0.41
C (-4.118, -1.945, -3.192)  -0.81
H (-2.897, -3.256, 2.662)  0.42
H (-4.533, 1.514, 0.339)  0.59
C (-1.683, -1.618, 3.322)  -1.03
H (-0.795, -2.569, -5.053)  0.53
C (2.848, -2.131, -5.006)  -0.98
C (2.978, 0.007, -6.085)  -0.77
S (0.332, -2.869, -1.301)  0.49
C (-1.727, 5.479, 1.804)  -0.68
H (1.966, -4.427, 0.873)  0.43
C (-2.797, 1.737, 1.571)  0.60
C (2.514, -3.655, 0.333)  -0.95
H (3.471, 0.683, -6.770)  0.42
S (-2.798, 2.134, -1.180)  0.40
C (-0.520, 4.219, -4.547)  -0.81
H (-4.724, -3.849, -3.974)  0.40
C (-1.935, 4.838, -0.971)  -0.77
H (-0.693, 5.573, 1.468)  0.32
C (1.640, -2.760, 2.811)  -0.21
H (0.142, 5.062, -4.403)  0.45
H (2.384, -3.332, 3.370)  0.43
C (-2.563, 3.297, -5.409)  -0.76
C (-1.719, -2.388, -4.519)  -0.17
H (0.829, -3.435, 2.540)  0.03
H (4.395, -1.573, -6.382)  0.40
H (-1.928, 6.354, 2.426)  0.46
C (-1.715, 4.380, -5.235)  -0.59
S (-1.306, 2.704, 1.879)  -0.18
H (-2.592, -4.237, -5.158)  0.44

Values from the calculation:
* molar mass: 857.68 g/mol
* electronic energy: -166787.9300 eV
* 2S+1: 2
* E_LUMO (alpha / beta): -2.0 / -3.3 eV
* net charge: +1
* energy relative to the best compared isomer or geometry (same formula, charge and spin): 0.00 kcal per mole
* expectation value of S²: 0.76
* F_max: 0.01324 hartree/bohr